This record from the Open Molecules 2025 dataset describes 21 unconnected molecules or ions with the total composition C9H58NO21. The level of theory is ωB97M-V/def2-TZVPD.

Summary:
max |F| = 0.051 Eh/bohr
HOMO level = -4.2 eV

ORCA input file:
```
! wB97M-V def2-TZVPD RIJCOSX def2/J DEFGRID3
* xyz -1 1
C 0.759 1.424 -1.374
C 0.632 0.802 0.038
C -0.548 1.345 0.928
C -1.909 0.744 0.492
C -1.869 -0.811 0.643
C -0.712 -1.485 -0.215
N 0.568 -0.717 -0.056
O 1.811 -1.399 -0.512
C -1.125 -1.540 -1.706
C -0.590 -2.876 0.370
C 1.862 1.385 0.734
H 1.452 0.883 -2.018
H 1.210 2.417 -1.386
H -0.151 1.354 -1.969
H -0.598 2.399 0.656
H -0.243 1.302 1.974
H -2.119 1.015 -0.543
H -2.701 1.129 1.135
H -2.844 -1.160 0.302
H -1.805 -1.022 1.711
H -2.123 -1.151 -1.907
H -1.178 -2.567 -2.065
H -0.402 -1.032 -2.345
H -1.529 -3.406 0.528
H -0.154 -2.766 1.363
H -0.018 -3.514 -0.303
H 2.063 0.792 1.626
H 1.813 2.457 0.921
H 2.776 1.188 0.173
O 0.340 4.127 2.211
H 0.385 4.926 1.686
H 1.226 4.016 2.556
O 4.834 -1.195 -1.122
H 4.774 -2.147 -1.041
H 3.928 -0.891 -1.068
O -4.704 -1.357 -2.432
H -3.907 -0.830 -2.379
H -5.326 -0.912 -1.856
O -1.521 2.359 -4.508
H -1.116 3.063 -5.014
H -1.138 2.440 -3.635
O -2.110 3.300 3.292
H -1.918 3.723 4.129
H -1.291 3.359 2.800
O 2.807 -3.749 1.200
H 2.244 -3.069 0.829
H 3.548 -3.802 0.596
O 5.496 0.011 1.184
H 5.349 -0.300 0.290
H 4.794 -0.390 1.696
O 1.609 3.959 -3.200
H 1.748 3.163 -3.714
H 1.285 3.646 -2.356
O -2.093 3.896 -1.776
H -2.638 4.654 -1.989
H -2.219 3.767 -0.836
O -2.362 -3.406 -4.496
H -2.405 -2.456 -4.388
H -2.515 -3.755 -3.618
O -4.236 2.174 -2.805
H -4.379 2.310 -3.741
H -3.331 2.449 -2.658
O -1.743 0.812 4.508
H -1.096 1.148 5.128
H -1.802 1.488 3.833
O -0.197 -1.502 3.843
H 0.129 -1.216 2.990
H -0.900 -0.886 4.050
O -3.533 -5.346 1.956
H -3.021 -5.764 1.264
H -4.142 -4.773 1.490
O 2.919 3.808 3.244
H 3.668 4.386 3.097
H 3.267 2.926 3.111
O 2.768 -0.823 -3.480
H 2.025 -0.491 -3.983
H 2.403 -1.023 -2.617
O 3.384 -1.195 2.212
H 3.306 -2.097 2.524
H 2.953 -1.199 1.358
O 3.772 0.981 4.184
H 3.744 0.121 3.764
H 4.484 1.442 3.741
O -4.848 -3.203 -0.046
H -4.229 -2.508 -0.271
H -5.710 -2.799 -0.145
O 1.951 -3.617 -2.475
H 1.087 -4.030 -2.480
H 1.877 -2.913 -1.831
*
```

---

This record from the Open Molecules 2025 dataset describes a molecular structure, C18H15IMoN2O8P2S2. The level of theory is ωB97M-V/def2-TZVPD.

Summary:
max |F| = 0.038 Eh/bohr
expectation value of S² = 2.477
HOMO level (alpha / beta) = -8.4 / -8.0 eV

ORCA input file:
```
! wB97M-V def2-TZVPD RIJCOSX def2/J DEFGRID3
* xyz 0 3
Mo -6.108 -7.449 17.084
I -4.441 -6.155 15.198
C -5.041 -4.295 15.927
C -4.620 -3.152 15.297
C -4.594 -1.993 16.041
C -5.051 -1.980 17.341
C -5.625 -3.112 17.934
C -6.043 -3.157 19.352
C -6.325 -4.291 19.971
C -6.253 -5.634 19.300
C -6.091 -5.609 17.782
C -5.628 -4.320 17.206
H -4.231 -3.205 14.293
H -4.199 -1.083 15.633
H -4.921 -1.048 17.911
H -6.139 -2.176 19.852
H -6.644 -4.257 21.029
H -7.146 -6.202 19.515
O -7.999 -10.918 18.033
P -7.488 -9.716 17.137
O -7.695 -8.375 17.891
O -6.058 -9.739 16.679
O -8.478 -9.699 15.915
P -8.358 -8.481 14.701
O -9.720 -7.773 15.008
O -8.276 -9.058 13.370
O -7.237 -7.551 15.261
H -8.695 -11.444 17.620
H -9.622 -6.946 15.481
N -4.323 -8.920 23.941
C -4.496 -8.584 22.849
C -4.622 -8.188 21.478
C -5.060 -6.951 21.178
C -5.076 -6.534 19.728
N -5.078 -7.653 18.753
C -4.528 -8.847 19.162
C -4.231 -9.106 20.446
H -5.407 -6.310 21.956
H -4.116 -5.957 19.553
H -4.388 -9.601 18.349
H -3.851 -10.073 20.697
C -5.905 -5.615 10.268
O -6.452 -4.827 11.326
C -7.701 -5.003 11.683
S -8.745 -6.128 11.060
S -8.355 -4.134 12.948
H -4.830 -5.408 10.239
H -6.410 -5.376 9.338
H -6.094 -6.706 10.423
*
```